Molecular formula: C21H35N2O5SSbSi3Ti
Method: DFT, ωB97M-V/def2-TZVPD

XYZ file:
```
69
Properties=species:S:1:pos:R:3
Ti -0.78 1.08 0.75
O -3.61 2.15 3.43
C -2.43 2.00 2.79
O -2.24 0.93 2.09
C -1.39 2.90 2.87
C -1.22 4.12 3.59
C -0.02 4.75 3.58
C 1.08 4.17 2.87
C 0.89 3.03 2.18
N -0.33 2.41 2.10
C 1.87 2.25 1.37
O 3.06 2.51 1.30
O 1.28 1.26 0.74
H -4.20 1.47 3.08
H -2.07 4.51 4.14
H 0.12 5.67 4.12
H 2.06 4.62 2.87
O -0.36 -0.11 -0.70
N -1.61 2.65 -0.38
C -1.07 3.88 -0.51
C -1.62 4.84 -1.31
C -2.80 4.53 -2.00
C -3.36 3.29 -1.86
C -2.76 2.31 -1.04
S -3.41 0.75 -0.83
H -0.18 4.06 0.07
H -1.15 5.81 -1.38
H -3.27 5.27 -2.64
H -4.28 3.02 -2.37
C 3.13 -3.51 0.95
Si 2.61 -1.71 0.98
C 2.03 -1.22 2.69
C 3.94 -0.60 0.30
Sb 0.61 -1.76 -0.67
Si 1.22 -1.62 -3.16
C 2.21 -3.10 -3.72
C 2.16 0.00 -3.25
C -0.45 -1.46 -3.97
Si -1.38 -3.24 0.01
C -1.96 -2.40 1.57
C -2.61 -3.07 -1.38
C -0.83 -5.00 0.28
H 4.00 -3.64 1.60
H 3.43 -3.83 -0.06
H 2.34 -4.17 1.30
H 2.88 -0.77 3.21
H 1.70 -2.09 3.26
H 1.23 -0.48 2.68
H 4.91 -0.95 0.66
H 3.78 0.43 0.62
H 3.97 -0.61 -0.79
H 3.16 -3.16 -3.17
H 2.45 -3.02 -4.78
H 1.67 -4.03 -3.57
H 3.20 -0.11 -2.96
H 1.69 0.73 -2.59
H 2.13 0.38 -4.27
H -0.99 -2.40 -4.02
H -0.33 -1.09 -5.00
H -1.05 -0.73 -3.42
H -2.55 -1.51 1.33
H -1.14 -2.10 2.22
H -2.60 -3.08 2.14
H -2.77 -2.02 -1.62
H -3.57 -3.50 -1.08
H -2.28 -3.60 -2.28
H -0.15 -5.09 1.13
H -0.33 -5.42 -0.60
H -1.70 -5.63 0.49
```

Properties
molar mass = 681.47 g/mol
ΔE to the lowest compared entry with this formula, charge and spin = 0.320 eV
HOMO-LUMO gap (spin up / spin down) = 5.828 / 5.827 eV
charge = 0
HOMO (spin up / spin down) = -5.82 / -5.82 eV